<A>
Computed, not measured: a 2-piece molecular cluster, C3H11N2 overall, with ωB97M-V/def2-TZVPD.

Summary:
Multiplicity: 1
Gap between HOMO and LUMO, eV: 9.122
E_LUMO, Eh: -0.127
Charge: +1

Each line ends with the Löwdin charge.
Element x y z (Å)
C: 1.0998 0.5172 -1.7780  0.029
N: -0.4052 0.6258 -1.4505  0.134
H: 1.2619 1.3510 -2.4588  0.101
H: 1.2058 -0.4419 -2.2508  0.093
H: 1.6287 0.5545 -0.8254  0.090
H: -0.7910 1.4507 -1.9078  0.157
H: -0.8921 -0.1787 -1.8570  0.163
H: -0.7542 0.6153 -0.4702  0.093
C: 0.5503 -1.4241 1.7218  0.004
C: 0.0221 -0.1916 1.6271  -0.317
N: -1.3239 0.0727 1.3467  0.009
H: -0.1722 -2.2442 1.7313  0.063
H: 1.5522 -1.6374 1.3792  0.057
H: 0.7288 0.6117 1.8531  0.115
H: -1.9798 -0.6286 1.6805  0.109
H: -1.7311 0.9473 1.6589  0.100

***

<B>
Computed, not measured: a 2-piece molecular cluster, C3H11N2 overall, with ωB97M-V/def2-TZVPD.

Summary:
Multiplicity: 1
Gap between HOMO and LUMO, eV: 8.276
E_LUMO, Eh: -0.157
Charge: +1

Each line ends with the Löwdin charge.
Element x y z (Å)
C: -0.2933 2.6311 0.5999  -0.030
N: -0.5317 1.5895 -0.0991  -0.054
H: 0.6953 2.6794 1.1282  0.085
H: -0.9345 3.3684 1.1113  0.087
H: -0.9799 -1.9119 0.0703  0.170
H: -0.3785 1.6730 -1.1003  0.087
C: 0.3197 -1.2621 -1.3908  -0.036
N: -0.3402 -1.1261 -0.0746  -0.056
C: 0.7171 -1.4646 1.0146  -0.001
H: 1.0636 -0.4603 -1.5657  0.106
H: -0.4954 -1.1987 -2.1205  0.113
H: 0.9920 -2.1375 -1.3102  0.112
H: -0.8881 -0.2544 0.0343  0.103
H: 1.0069 -2.5402 1.1162  0.119
H: 1.6284 -0.8967 0.8867  0.092
H: 0.2890 -1.1739 1.9947  0.105

***

According to the calculations, the structures order from most to least stable as <A>, <B>.

***

<A>
Computed, not measured: a 2-piece molecular cluster, C3H11N2 overall, with ωB97M-V/def2-TZVPD.

Summary:
Multiplicity: 1
Gap between HOMO and LUMO, eV: 11.611
E_LUMO, Eh: -0.113
Charge: +1

Each line ends with the Löwdin charge.
Element x y z (Å)
C: -2.0318 1.6367 -0.4953  -0.105
N: -0.8376 1.9926 -0.1593  -0.006
H: -2.4402 2.1629 -1.4106  0.091
H: -2.8577 1.1304 0.1212  0.107
H: 0.4903 0.6271 0.3309  0.108
H: -0.5410 2.6998 -0.8832  0.087
C: 2.1224 -0.8512 0.5760  0.034
N: 0.6309 -0.4025 0.5119  -0.038
C: -0.3826 -1.2078 -0.3071  -0.006
H: 2.4674 -1.5847 -0.2513  0.139
H: 2.1238 -1.3810 1.5180  0.091
H: 2.8016 -0.0845 0.5674  0.057
H: 0.3067 -0.4241 1.4972  0.171
H: -1.3391 -0.7636 -0.3315  0.037
H: -0.1649 -1.3723 -1.4334  0.142
H: -0.3482 -2.1778 0.1492  0.090

***

<B>
Computed, not measured: a 2-piece molecular cluster, C3H11N2 overall, with ωB97M-V/def2-TZVPD.

Summary:
Multiplicity: 1
Gap between HOMO and LUMO, eV: 10.274
E_LUMO, Eh: -0.136
Charge: +1

Each line ends with the Löwdin charge.
Element x y z (Å)
C: 0.9364 1.3300 -2.3398  0.004
N: 0.4652 1.3620 -1.1139  -0.017
H: 1.9245 1.1521 -2.6437  0.069
H: 0.1688 1.2496 -3.1073  0.079
H: -0.3235 0.7216 0.3703  0.101
H: 1.0274 2.0673 -0.6266  0.072
C: -1.4168 -1.1354 0.3068  -0.032
N: -0.5801 -0.1155 1.0167  -0.088
C: 0.7829 -0.6984 1.4282  -0.006
H: -1.1822 -1.2672 -0.7209  0.084
H: -1.5957 -2.0047 0.8681  0.084
H: -2.4284 -0.6514 0.0959  0.126
H: -1.0020 0.3078 1.9891  0.247
H: 1.1567 -1.2896 0.5740  0.113
H: 0.7175 -1.1933 2.3953  0.105
H: 1.3494 0.1651 1.5076  0.059

***

<C>
Computed, not measured: a 2-piece molecular cluster, C3H11N2 overall, with ωB97M-V/def2-TZVPD.

Summary:
Multiplicity: 1
Gap between HOMO and LUMO, eV: 10.810
E_LUMO, Eh: -0.149
Charge: +1

Each line ends with the Löwdin charge.
Element x y z (Å)
C: -0.3292 -2.2482 -0.9957  -0.158
C: -1.7300 -1.6756 -0.7206  -0.169
H: 0.0548 -2.5290 -0.0254  0.059
H: -0.3892 -3.0223 -1.7514  0.071
H: 0.2995 -1.4207 -1.3434  0.041
H: -1.6476 -0.7264 -0.1752  0.041
H: -2.2472 -2.2950 0.0121  0.066
H: -2.3836 -1.5170 -1.5751  0.068
N: 0.8821 3.0709 1.0212  0.204
C: 0.7888 1.8929 0.4600  -0.152
N: 1.4005 0.8246 0.9190  0.209
H: 1.5832 3.2465 1.7262  0.146
H: 0.3595 3.8638 0.6786  0.147
H: 0.1322 1.7555 -0.3653  0.157
H: 1.3349 0.0012 0.3357  0.120
H: 1.8913 0.7787 1.7994  0.149

***

According to the calculations, the structures order from most to least stable as <C>, <A>, <B>.